No. 1
The following is a DFT calculation (the ωB97M-V functional and the def2-TZVPD basis) of the molecule CH5BS in a non-equilibrium geometry.

CARTESIAN COORDINATES (ANGSTROEM)
C  -1.145  -0.528  0.043
B  0.276  0.666  -0.004
S  1.891  -0.203  0.044
H  -0.547  -1.347  -0.224
H  -1.991  -0.330  -0.629
H  -1.533  -0.623  1.063
H  0.287  1.688  -0.447
H  2.762  0.678  0.153

## Properties
Gap between HOMO and LUMO: 10.53 eV
HOMO level: -0.373 Ha
Energy: -12628.8270 eV
LUMO: 0.4 eV

Need the Löwdin charges? In units of e they are: -0.107, -0.397, 0.752, -0.030, 0.030, 0.027, -0.039, -0.236


No. 2
The following is a DFT calculation (the ωB97M-V functional and the def2-TZVPD basis) of a cluster of 2 separate species, C3H9N2O in total in a non-equilibrium geometry.

CARTESIAN COORDINATES (ANGSTROEM)
N  -0.940  0.121  -0.502
C  -1.746  -0.919  -0.634
N  -2.859  -0.926  -1.310
H  -1.215  1.069  -0.724
H  -0.010  -0.063  -0.137
H  -1.442  -1.880  -0.234
H  -3.247  -1.834  -1.531
H  -3.171  -0.111  -1.825
O  1.723  -0.725  -0.162
C  2.295  -0.112  0.692
C  1.922  1.263  1.215
H  3.190  -0.620  1.143
H  0.981  1.202  1.775
H  1.793  1.941  0.366
H  2.727  1.593  1.869

## Properties
Total charge: +2
2S+1: 2
Gap between HOMO and LUMO (spin up / spin down): 9.60 / 5.68 eV
HOMO level (spin up / spin down): -0.724 / -0.724 Ha
Energy: -8264.2950 eV
LUMO (spin up / spin down): -10.1 / -14.0 eV

Atomic partial charges in e from the Löwdin method, atoms 1 to 8: 0.192, -0.139, 0.230, 0.156, 0.058, 0.173, 0.159, 0.160


No. 3
The following is a DFT calculation (the ωB97M-V functional and the def2-TZVPD basis) of a cluster of 2 separate species, CH5N3O2 in total in a non-equilibrium geometry.

CARTESIAN COORDINATES (ANGSTROEM)
C  -0.925  -0.689  -0.200
N  -1.074  0.778  -0.327
N  -0.362  1.637  0.382
N  2.530  -0.311  0.108
O  1.913  -1.368  0.090
O  1.966  0.772  0.104
H  -1.447  -0.904  0.770
H  -1.330  -1.124  -0.996
H  0.146  -0.926  0.091
H  -1.376  0.962  -1.292
H  -0.041  1.172  1.271

## Properties
Gap between HOMO and LUMO (spin up / spin down): 8.65 / 5.70 eV
HOMO level (spin up / spin down): -0.336 / -0.283 Ha
Energy: -9677.0416 eV
LUMO (spin up / spin down): -0.5 / -2.0 eV

Atomic partial charges in e from the Löwdin method, atoms 1 to 8: -0.037, -0.138, 0.122, -0.223, -0.085, -0.069, 0.111, 0.036


No. 4
The following is a DFT calculation (the ωB97M-V functional and the def2-TZVPD basis) of the molecule C3H5N3S2 in a non-equilibrium geometry.

CARTESIAN COORDINATES (ANGSTROEM)
N  0.423  3.098  -0.552
N  0.451  1.811  -0.120
C  -0.359  0.969  -0.649
C  -0.281  -0.432  -0.267
N  -1.081  -1.286  -0.783
S  -0.887  -2.882  -0.276
C  0.380  -2.628  1.029
S  0.953  -0.912  0.914
H  -0.448  3.426  -0.914
H  0.778  3.743  0.163
H  -1.110  1.243  -1.392
H  -0.046  -2.837  2.005
H  1.226  -3.313  0.841

## Properties
Gap between HOMO and LUMO: 8.47 eV
HOMO level: -0.294 Ha
Energy: -29331.3807 eV
LUMO: 0.5 eV

Atomic partial charges in e from the Löwdin method, atoms 1 to 8: 0.005, -0.059, -0.190, -0.719, -0.334, 0.808, -0.743, 0.885


No. 5
The following is a DFT calculation (the ωB97M-V functional and the def2-TZVPD basis) of a structure of composition C12H23CrN3O5S in a non-equilibrium geometry.

CARTESIAN COORDINATES (ANGSTROEM)
Cr  0.005  0.526  0.736
O  0.026  -2.623  0.075
C  1.396  -3.016  0.052
C  2.269  -1.835  -0.237
N  2.031  -0.671  0.635
C  2.999  0.420  0.281
C  2.218  1.678  0.432
O  2.173  2.511  -0.454
O  1.440  1.631  1.512
C  2.145  -1.074  2.056
C  0.791  -1.404  2.604
O  0.547  -2.378  3.251
O  -0.149  -0.492  2.254
H  -0.388  -3.069  0.821
H  1.565  -3.759  -0.727
H  1.666  -3.464  1.011
H  2.175  -1.503  -1.274
H  3.300  -2.186  -0.102
H  3.312  0.322  -0.753
H  3.885  0.399  0.920
H  2.539  -0.239  2.629
H  2.804  -1.932  2.180
C  -1.556  -0.406  -1.755
C  -2.253  -0.960  -0.536
N  -2.106  0.028  0.559
C  -3.058  1.165  0.386
C  -2.478  2.493  0.810
S  -0.801  2.780  0.192
C  -0.950  2.646  -1.619
C  -0.078  1.522  -2.173
N  -0.265  0.268  -1.384
H  -2.181  0.340  -2.242
H  -1.376  -1.193  -2.484
H  -1.777  -1.877  -0.230
H  -3.301  -1.172  -0.750
H  -2.284  -0.429  1.448
H  -3.971  0.973  0.949
H  -3.346  1.203  -0.662
H  -2.354  2.549  1.894
H  -3.126  3.317  0.515
H  -0.609  3.598  -2.021
H  -2.005  2.533  -1.867
H  0.965  1.808  -2.111
H  -0.335  1.345  -3.219
H  0.493  -0.371  -1.604

## Properties
Total charge: +1
2S+1: 2
Gap between HOMO and LUMO (spin up / spin down): 8.72 / 8.78 eV
HOMO level (spin up / spin down): -0.461 / -0.447 Ha
Energy: -66776.3496 eV
LUMO (spin up / spin down): -3.8 / -3.4 eV

Atomic partial charges in e from the Löwdin method, atoms 1 to 8: 0.802, -0.077, -0.195, -0.156, -0.158, -0.052, -0.615, 0.062


No. 6
The following is a DFT calculation (the ωB97M-V functional and the def2-TZVPD basis) of a cluster of 2 separate species, C4H7NO2Si in total in a non-equilibrium geometry.

CARTESIAN COORDINATES (ANGSTROEM)
C  0.328  0.071  2.757
C  0.451  -0.055  1.536
C  0.792  -0.360  0.190
Si  -0.205  -1.579  -0.921
O  2.300  -0.659  0.094
C  1.894  0.488  -0.394
O  2.110  1.495  -0.927
H  0.175  0.524  3.726
H  0.473  -2.866  -0.981
H  -0.272  -1.049  -2.226
H  -1.584  -1.573  -0.304
N  -1.619  1.097  -0.557
H  -1.925  1.305  -1.527
H  -0.697  1.519  -0.460
H  -2.221  1.642  -0.005

## Properties
Gap between HOMO and LUMO: 10.30 eV
HOMO level: -0.352 Ha
Energy: -17719.9590 eV
LUMO: 0.7 eV

Atomic partial charges in e from the Löwdin method, atoms 1 to 8: 0.148, -0.126, -0.446, 0.722, 0.100, -0.515, 0.190, 0.037


The records above yield energy above the lowest of the compared OMol25 structures with the same formula, charge and spin values of 88.7, 31.4, 523.8, 127.9, 64.8, 235.0 kJ/mol, respectively.